(1)
Molecular formula: C23H38BF4LiO11
Method: DFT, ωB97M-V/def2-TZVPD

```
78
Properties=species:S:1:pos:R:3:mulliken_charge:R:1
Li 11.329 -17.432 62.846 0.9461
B 9.910 -15.928 61.001 0.4151
F 8.614 -16.272 60.407 -0.4300
F 10.636 -17.093 61.002 -0.4861
F 10.539 -15.067 59.992 -0.3249
F 9.801 -15.401 62.120 0.2342
C 11.597 -15.102 64.628 -0.6079
O 12.338 -16.102 64.019 -0.6145
H 10.562 -15.509 64.903 0.0411
H 11.439 -14.360 63.846 -0.3254
H 11.955 -14.679 65.359 1.1447
H 13.278 -15.956 64.636 0.3452
C 12.024 -12.944 61.816 -0.2423
O 12.620 -12.050 60.894 -0.6049
H 12.615 -13.830 61.991 0.3284
H 10.815 -12.986 61.573 -0.0491
H 12.141 -12.468 62.892 0.2267
H 13.153 -12.501 60.148 0.3163
C 9.087 -18.770 63.856 -0.4966
O 10.088 -17.827 64.289 -0.4189
H 9.071 -18.835 62.614 0.0895
H 8.020 -18.205 63.785 0.2717
H 9.073 -19.886 64.422 0.3099
H 10.382 -17.860 65.128 0.1972
C 7.825 -12.694 59.550 -0.4353
O 8.349 -13.549 58.535 -0.5543
H 6.728 -12.986 59.458 0.2068
H 7.995 -11.674 59.507 0.4118
H 7.999 -13.005 60.681 0.0337
H 8.933 -14.162 59.015 0.2042
C 13.057 -18.332 60.303 -0.8409
O 12.726 -18.598 61.607 -0.4879
H 12.314 -18.909 59.744 0.2261
H 13.843 -18.713 59.983 0.7957
H 12.929 -17.261 60.436 0.0279
H 13.303 -19.340 61.710 0.2880
C 11.425 -16.776 57.312 -0.1822
C 11.478 -17.808 56.496 -0.3925
C 11.656 -17.577 55.111 0.7897
C 11.857 -16.264 54.536 -0.4158
C 11.771 -15.163 55.412 -0.6348
C 11.577 -15.419 56.816 0.1435
O 11.573 -14.452 57.758 -0.4991
O 11.637 -18.572 54.139 -0.5462
H 11.273 -16.984 58.284 0.3720
H 11.350 -18.886 56.932 0.1046
H 11.876 -16.139 53.389 0.3016
H 12.119 -14.172 55.017 0.3277
H 11.742 -14.889 58.532 0.1676
H 11.816 -19.359 54.596 0.2665
C 8.849 -11.325 66.091 -0.6427
C 8.970 -10.131 65.494 -0.4245
C 9.046 -10.001 64.088 0.5196
C 9.096 -11.118 63.264 -0.2966
C 8.958 -12.396 63.839 0.1095
C 8.670 -12.469 65.230 -0.0625
O 8.575 -13.738 65.828 -0.4874
O 9.160 -8.826 63.550 -0.5281
H 8.784 -11.232 67.088 0.4635
H 9.202 -9.202 66.145 0.2595
H 9.218 -11.113 62.166 0.1543
H 8.870 -13.310 63.209 0.3090
H 8.716 -13.798 66.731 0.2875
H 8.886 -8.567 62.714 0.3181
C 3.987 -17.122 60.130 -0.6131
C 3.046 -16.604 59.194 -0.6452
C 3.626 -15.626 58.312 0.5821
C 4.925 -15.170 58.388 -1.1042
C 5.855 -15.849 59.185 -0.3629
C 5.399 -16.666 60.162 0.5664
O 6.243 -17.323 60.992 -0.6228
O 2.774 -15.248 57.287 -0.4911
H 3.453 -17.904 60.823 0.1936
H 2.061 -16.787 59.176 0.5068
H 5.264 -14.454 57.866 0.7982
H 6.858 -15.390 58.970 0.4322
H 7.237 -17.069 60.802 0.5906
H 1.945 -15.447 57.366 0.2462
```

Calculated values
Kohn-Sham gap in eV: 6.17
HOMO in eV: -7.0
E_LUMO in eV: -0.779
ΔE to the lowest compared entry with this formula, charge and spin in kJ/mol: 281.9

(2)
Molecular formula: C23H38CeNO2P2
Method: DFT, ωB97M-V/def2-TZVPD

```
67
Properties=species:S:1:pos:R:3:mulliken_charge:R:1
C 0.064 4.037 -2.923 -1.3514
C 0.048 3.209 -1.806 1.3289
N -0.406 1.953 -2.071 0.8061
C -0.762 1.397 -3.222 0.9572
C -0.754 2.238 -4.315 -1.0612
C -0.344 3.555 -4.155 -0.4565
C 0.378 3.616 -0.452 -1.4660
P 0.622 2.532 0.944 1.0639
Ce -0.287 0.580 -0.401 -1.3788
P -1.622 -1.036 -1.823 1.2891
C -1.020 -0.097 -3.322 -1.3546
C -0.522 -0.769 1.590 0.8646
C 0.718 -1.467 1.929 1.3005
C 0.719 -2.253 3.046 -1.3059
C -0.471 -2.554 3.637 -0.9959
C -1.658 -1.962 3.238 -1.0292
C -1.733 -1.080 2.164 -0.6520
O -2.465 4.183 -0.101 -0.7381
O -3.821 2.178 -1.279 -0.6216
H 0.409 5.046 -2.778 0.5080
H -1.047 1.822 -5.264 0.5249
H -0.326 4.220 -5.010 0.4314
C 2.311 2.149 1.307 -1.3409
C -0.219 3.079 2.376 -1.3530
H -1.769 -0.295 -4.095 0.5582
H -0.081 -0.593 -3.620 0.3868
H -1.489 4.044 -0.179 0.3626
H 0.848 4.594 -0.359 0.4087
C -0.906 -2.626 -1.813 -1.3201
C -3.349 -1.015 -1.770 -1.2455
H 1.836 -0.911 1.559 -0.3218
H 1.662 -2.686 3.246 0.9903
H -0.413 -3.247 4.460 0.4920
H -2.560 -2.193 3.767 0.4412
H -2.652 -0.604 1.865 0.6037
H -1.890 1.126 0.753 -0.1347
H -4.519 2.104 -0.608 0.3274
H -3.308 2.976 -0.976 0.3442
H -2.600 5.072 -0.458 0.2784
H -2.088 1.301 -0.274 0.3537
H 2.738 3.088 1.651 0.5308
H 2.357 1.393 2.102 0.3419
H 2.852 1.775 0.428 0.3411
H 0.349 3.940 2.716 0.4551
H -1.251 3.363 2.146 0.3269
H -0.217 2.290 3.139 0.3919
H -3.666 -1.602 -2.625 0.4899
H -3.689 -1.485 -0.836 0.3570
H -3.736 0.012 -1.810 0.2367
H -1.335 -3.142 -2.666 0.5618
H 0.188 -2.603 -1.873 0.2123
H -1.178 -3.127 -0.878 0.3449
C 1.995 -4.299 1.475 -1.3360
C 2.607 -2.909 1.099 1.3721
C 3.713 -2.352 2.132 -1.5975
C 3.310 -3.060 -0.177 -2.1262
C 1.512 -1.860 0.897 -0.8470
C 0.726 -0.979 0.087 0.8447
H 2.815 -5.014 1.492 0.4651
H 1.318 -4.588 0.662 0.3502
H 1.423 -4.500 2.394 0.3322
H 4.490 -3.130 2.209 0.4535
H 4.213 -1.472 1.699 0.4050
H 3.513 -2.054 3.178 0.3205
H 2.600 -3.385 -0.917 0.3505
H 3.744 -2.126 -0.490 0.3823
H 4.075 -3.800 -0.047 0.5457
```

Calculated values
Kohn-Sham gap in eV: 5.83
HOMO in eV: -9.5
E_LUMO in eV: -3.624
Charge: +1

(3)
Molecular formula: C23H38KNO9S2
Method: DFT, ωB97M-V/def2-TZVPD

```
74
Properties=species:S:1:pos:R:3:mulliken_charge:R:1
K -1.019 -0.374 0.271 0.9357
C 2.057 0.354 1.497 -1.6903
C 1.699 0.323 2.977 1.5793
C 1.784 1.785 3.441 -0.8727
C 1.261 2.003 4.830 -0.8891
C -0.174 1.521 4.883 -1.2932
C -0.382 0.075 4.407 1.6488
N 0.408 -0.239 3.262 1.3453
O 0.134 -1.459 2.687 -0.9205
C -1.855 -0.044 4.045 -1.8780
C -0.013 -0.845 5.588 -2.0162
C 2.817 -0.496 3.670 -1.9054
H 2.146 -0.636 1.036 0.4556
H 3.093 0.706 1.369 0.4798
H 1.439 0.916 0.792 -0.3093
H 1.180 2.368 2.729 0.0459
H 2.823 2.129 3.342 0.4419
H 1.374 3.044 5.157 0.3676
H 1.889 1.449 5.542 0.3503
H -0.811 2.211 4.312 0.3358
H -0.524 1.653 5.919 0.4334
H -2.127 -1.094 3.908 0.3696
H -2.018 0.417 3.070 0.2860
H -2.489 0.387 4.825 0.4063
H 0.867 -0.495 6.140 0.3505
H 0.174 -1.863 5.240 0.3079
H -0.786 -0.911 6.376 0.4986
H 2.658 -0.482 4.755 0.3413
H 3.854 -0.207 3.461 0.3881
H 2.715 -1.559 3.427 0.3935
C -1.998 -3.263 -2.349 -0.7800
C -2.342 -3.527 -3.694 0.4043
C -1.234 -4.072 -4.605 0.4729
O -1.538 -4.561 -5.684 -0.7439
C 0.112 -4.053 -4.125 -0.7492
C 0.479 -3.638 -2.852 0.6512
C -0.670 -3.324 -1.851 0.4425
O -0.395 -3.023 -0.677 -0.7595
O 1.659 -3.455 -2.469 -0.7980
O -3.460 -3.246 -4.186 -0.8118
H -2.768 -2.971 -1.642 0.6385
H 0.896 -4.353 -4.816 0.2332
C 1.407 3.990 -0.114 -1.1135
S 0.278 2.857 -0.919 1.0391
O -0.760 2.511 0.063 -0.7478
C -0.469 4.081 -2.001 -1.2200
H 2.021 3.414 0.575 0.1891
H 0.811 4.693 0.479 0.3485
H 1.983 4.555 -0.842 0.4569
H -1.042 3.597 -2.791 0.3077
H 0.211 4.815 -2.427 0.3829
H -1.200 4.609 -1.376 0.3379
C -4.767 -0.730 -2.134 -0.8233
S -4.759 0.440 -0.779 0.3137
O -3.733 -0.040 0.158 -0.5932
C -4.067 1.850 -1.702 -0.6142
H -3.722 -1.003 -2.333 0.1768
H -5.152 -0.277 -3.048 0.4038
H -5.296 -1.646 -1.894 0.3350
H -4.862 2.595 -1.721 0.3966
H -3.836 1.546 -2.721 0.3133
H -3.183 2.230 -1.193 -0.0111
O 0.956 -0.265 -1.895 -0.3625
C 1.698 -0.616 -2.766 0.2079
O 3.035 -0.713 -2.555 -0.3527
C 3.680 -1.223 -3.735 -0.4893
C 2.731 -0.906 -4.898 -0.6633
C 1.356 -0.885 -4.236 0.6922
H 3.752 -2.301 -3.584 0.2684
H 4.657 -0.762 -3.864 0.3725
H 2.823 -1.662 -5.678 0.3425
H 2.946 0.080 -5.323 0.2696
H 0.910 -1.878 -4.181 -0.7757
H 0.681 -0.106 -4.571 0.4254
```

Calculated values
Kohn-Sham gap in eV: 3.20
HOMO in eV: 0.1
E_LUMO in eV: 3.277
Charge: -2

(4)
Molecular formula: C23H39FN3O7
Method: DFT, ωB97M-V/def2-TZVPD

```
73
Properties=species:S:1:pos:R:3:mulliken_charge:R:1
C -3.649 -0.251 0.783 -0.9746
C -3.508 -1.574 0.023 -0.6156
C -2.608 -1.412 -1.200 -0.6126
C -1.097 -1.325 -0.828 1.3940
C -0.608 -2.666 -0.257 -2.1012
C -0.377 -0.921 -2.079 0.1281
C 0.262 -1.889 -2.858 -0.7942
N 0.840 -1.494 -3.978 0.8089
F 1.445 -2.429 -4.719 -0.1952
N 0.908 -0.326 -4.479 -0.8037
C 0.341 0.606 -3.748 0.4479
O 0.415 1.877 -4.264 -0.3837
C 1.621 2.254 -4.631 0.5383
N 2.691 2.553 -4.922 -0.3712
C -0.323 0.399 -2.539 0.6718
C -0.894 1.560 -1.752 -1.6158
O -0.322 1.530 -0.474 -0.1254
C 0.436 2.672 -0.096 -0.5515
C 1.453 2.266 0.962 -0.6955
O 2.074 1.026 0.742 -0.4551
C 2.756 0.880 -0.495 0.4995
C 3.692 2.023 -0.882 -1.2653
H -4.335 0.401 0.241 0.2918
H -4.051 -0.432 1.775 0.3897
H -2.686 0.260 0.866 0.1405
H -4.493 -1.853 -0.350 0.3799
H -3.160 -2.386 0.656 0.2818
H -2.885 -0.508 -1.750 0.3570
H -2.707 -2.253 -1.894 0.4365
H -0.928 -0.563 -0.070 0.2669
H -0.910 -2.731 0.785 0.4465
H -1.081 -3.505 -0.772 0.4316
H 0.476 -2.768 -0.304 0.5572
H 0.305 -2.936 -2.602 0.6298
H -0.675 2.490 -2.276 0.5220
H -1.980 1.467 -1.681 0.4255
H 0.922 3.154 -0.951 0.3657
H -0.234 3.414 0.350 0.3249
H 0.936 2.176 1.918 0.4348
H 2.182 3.074 1.084 0.3902
H 2.021 0.681 -1.287 -0.4578
H 3.347 -0.029 -0.381 0.4828
H 4.019 2.595 -0.018 0.2684
H 4.583 1.615 -1.358 0.4088
H 3.241 2.693 -1.618 0.3012
O -5.322 -2.491 2.212 -0.5088
C -6.436 -2.838 2.509 0.8050
O -7.469 -2.245 1.890 -0.3792
C -8.826 -2.691 2.032 -0.4269
C -9.502 -2.082 3.241 -0.9734
C -6.695 -3.850 3.598 -1.1092
H -8.871 -3.780 2.039 0.3761
H -9.319 -2.360 1.120 0.3029
H -9.020 -2.389 4.170 0.2762
H -10.547 -2.387 3.281 0.3623
H -9.458 -0.994 3.188 0.3022
H -6.731 -3.328 4.553 0.2855
H -5.861 -4.548 3.616 0.3197
H -7.612 -4.419 3.472 0.3581
O 6.146 0.926 2.109 -0.5483
C 7.063 1.570 1.681 0.8330
O 6.940 2.104 0.447 -0.3396
C 7.869 3.046 -0.101 -0.4123
C 9.046 2.367 -0.769 -1.0239
C 8.358 1.738 2.438 -1.0974
H 8.185 3.760 0.661 0.3677
H 7.293 3.604 -0.838 0.3360
H 9.635 1.792 -0.055 0.2767
H 9.697 3.108 -1.231 0.3731
H 8.695 1.681 -1.539 0.3033
H 9.005 0.892 2.208 0.2800
H 8.131 1.721 3.500 0.3169
H 8.889 2.660 2.218 0.3410
```

Calculated values
Kohn-Sham gap in eV: 6.93
HOMO in eV: -11.9
E_LUMO in eV: -4.935
Charge: +1
ΔE to the lowest compared entry with this formula, charge and spin in kJ/mol: 0.0